(1)
ORCA calculation (the ωB97M-V functional and the def2-TZVPD basis) on 14 unconnected molecules or ions with the total composition H28O14 at a distorted geometry.

Structure (ORCA input):
```
! wB97M-V def2-TZVPD RIJCOSX def2/J DEFGRID3
* xyz 0 1
H -2.41671 -2.66571 2.75465
H -0.36906 2.94046 -2.78663
H -1.39329 -0.74681 3.18310
O -0.61771 3.38373 -1.94363
H -0.15879 -1.64986 -2.42460
O -0.29654 -4.10425 2.49358
H 2.73723 2.21706 -1.07878
O 3.49306 1.69098 -1.26975
H -0.29374 -3.87908 3.39327
H 2.42174 0.45617 -0.65997
H -4.22773 0.33597 0.48677
O -0.64678 -0.28930 3.61738
H -0.75054 4.26971 -1.95827
H 1.26068 1.17722 1.09498
H 1.39608 3.59196 0.42680
H 1.55274 -1.20340 1.71580
H -2.69629 -1.59795 1.60985
H 1.45073 -0.68537 -0.98900
O 0.30275 1.40583 1.23454
O -0.28999 -3.84801 -2.00571
O 0.76359 1.96411 -3.69625
H 1.60526 2.52039 -3.90851
H -1.76492 1.52365 -1.13013
H 0.44387 -1.28507 2.73905
H 1.11148 1.22493 -3.31744
O 1.80754 -0.19096 -0.26000
O -2.38984 -1.72881 2.51294
H 0.17152 -4.58931 -2.31754
H 0.76033 2.91610 -0.79799
O -3.54720 -0.29543 0.56161
O 0.18302 -0.81091 -2.25273
H 0.28903 -3.42830 2.18053
O 1.65083 3.21379 -0.48909
O -1.28986 0.71342 -0.82006
H -0.85124 -0.03640 4.41170
O 1.23147 -1.75988 2.44183
H -0.57245 1.02265 -0.20809
H -2.64099 0.12218 0.19276
H 4.36941 1.87118 -1.10802
H -0.52133 -0.38097 -1.68560
H -1.11561 -4.11183 -1.68748
H -0.15174 0.72610 1.74415
*
```

ΔE to the lowest compared entry with this formula, charge and spin (kJ/mol): 179.2
Strongest force on any atom (hartree/bohr): 0.1465
Frontier orbital gap (eV): 10.77

---

(2)
ORCA calculation (the ωB97M-V functional and the def2-TZVPD basis) on 15 unconnected molecules or ions with the total composition H28O18S at a distorted geometry.

Structure (ORCA input):
```
! wB97M-V def2-TZVPD RIJCOSX def2/J DEFGRID3
* xyz -2 1
H -1.40797 2.99865 1.96302
H 1.82121 -2.78860 1.61066
H 2.40671 0.19020 -3.16508
H 2.31813 -2.05114 -2.01101
H 1.63981 3.23976 -1.90465
H 1.47162 2.35746 1.57222
H 0.63781 0.48351 1.80992
O -1.66480 -0.15301 -0.99952
H 1.23510 -2.63562 -1.14300
S -0.42235 -0.22752 -0.20590
H -4.09793 1.07026 0.05367
O -1.20471 0.72914 -3.31599
O -0.62468 0.32825 1.10060
H 0.77197 1.88917 -1.82890
H -3.21143 0.23250 -0.77586
O 0.80507 2.79473 -2.12799
H -2.92292 -1.49055 -3.32008
H -2.21516 -1.19628 -1.96487
H -0.53597 -3.08155 -0.92681
O -2.01720 2.28884 1.83287
H 2.07678 1.07086 -0.40864
H 0.57636 -2.61652 0.93666
O 1.01480 -3.25905 1.55213
H -0.28009 1.74383 4.21598
O -2.01039 -0.83797 3.07648
H 1.06923 3.04986 2.79880
O -2.52943 -1.93287 -2.56151
H -1.53706 1.47031 1.66630
H -0.72487 1.57749 -3.27487
O -4.11085 0.36307 -0.56823
O 2.56407 -0.34658 -2.35347
H -0.30854 -4.50348 -1.48472
O -0.11715 -1.64982 -0.12491
H 1.79193 -0.10419 -1.85510
H -2.00379 -1.79870 3.17303
H 2.02570 -0.32036 1.71539
O 1.46329 3.24981 1.95815
O 1.99178 -2.90992 -1.67623
O 0.65480 1.82661 4.11809
H -1.50054 0.46644 -2.44611
O -0.93727 -3.85051 -1.32771
H 3.61276 1.26679 -0.38736
O 1.53439 0.31827 2.20678
O 0.63304 0.41607 -0.92791
H -1.50645 -0.49645 2.37265
H 0.99015 1.22235 3.43546
O 2.78506 1.60648 -0.08240
*
```

ΔE to the lowest compared entry with this formula, charge and spin (kJ/mol): 303.8
Strongest force on any atom (hartree/bohr): 0.0976
Frontier orbital gap (eV): 9.20

---

(3)
ORCA calculation (the ωB97M-V functional and the def2-TZVPD basis) on 14 unconnected molecules or ions with the total composition H29O14 at a distorted geometry.

Structure (ORCA input):
```
! wB97M-V def2-TZVPD RIJCOSX def2/J DEFGRID3
* xyz 1 1
H 0.61756 2.34253 -4.93076
O 4.27636 -1.59706 -1.73760
H -0.26917 -1.64829 -3.99664
H 0.33389 0.87189 -5.17170
H -2.77545 1.84036 -0.02032
H 0.12645 -0.89046 2.42887
H -1.88596 0.42900 4.36587
H -4.12959 0.17065 1.93291
O 2.07678 2.01434 3.13746
O 0.33780 -1.80845 2.65690
O -0.36647 2.02927 1.54664
O 0.45042 1.51533 -4.46629
O 1.55605 -4.37203 -0.47267
O 2.19383 1.72509 -0.81124
O -2.56300 0.89921 0.06430
O 3.66944 -2.38341 0.90227
H 2.25799 1.18321 3.60599
H -3.26561 0.50207 -0.56706
O -3.88865 -0.48100 2.58378
H 0.47230 2.31271 1.93613
H -1.63420 1.03334 -0.46485
H 3.14062 -2.16672 0.13721
H -0.13104 1.87893 -0.25144
H -1.76816 1.86743 4.82768
O -1.17846 -1.90680 -4.19038
H 3.10281 1.71737 -0.49214
H 3.26376 -2.14623 1.73584
H 2.01708 2.53326 3.95634
O -3.84778 0.25655 -2.02583
O -0.27757 1.19772 -0.94685
H -0.36796 -2.19140 2.13987
H 1.87252 0.87569 -0.48199
H 1.93703 -4.24921 -1.34027
H -1.29130 -1.42033 -5.01643
H 0.12818 1.60372 -1.73330
H -3.29577 0.35731 -2.80033
H -4.76986 0.15189 -2.27345
H -4.51115 -1.14952 2.83908
H 1.98074 -3.91894 0.25515
H 4.94501 -1.40265 -1.07405
H 4.06536 -0.73174 -2.10353
O -1.58935 1.29396 4.07460
H -1.01549 1.86143 2.24222
*
```

ΔE to the lowest compared entry with this formula, charge and spin (kJ/mol): 341.3
Strongest force on any atom (hartree/bohr): 0.0392
Frontier orbital gap (eV): 9.83

---

(4)
ORCA calculation (the ωB97M-V functional and the def2-TZVPD basis) on a single H2IOP molecule at a distorted geometry.

Structure (ORCA input):
```
! wB97M-V def2-TZVPD RIJCOSX def2/J DEFGRID3
* xyz 0 3
P -0.02270 -0.80989 -0.53910
I -2.36311 0.01049 -0.21746
O 1.11806 0.60856 -0.46229
H 0.00604 -1.05624 0.89375
H 1.26172 1.24709 0.32510
*
```

ΔE to the lowest compared entry with this formula, charge and spin (kJ/mol): 216.5
Strongest force on any atom (hartree/bohr): 0.1033
Frontier orbital gap (alpha / beta) (eV): 6.20 / 6.40

---

(5)
ORCA calculation (the ωB97M-V functional and the def2-TZVPD basis) on a molecular structure, H2InO5P at a distorted geometry.

Structure (ORCA input):
```
! wB97M-V def2-TZVPD RIJCOSX def2/J DEFGRID3
* xyz 0 1
P -1.16074 -0.51712 1.14210
O 1.30719 1.02837 -1.78270
O -0.25640 -1.77949 1.14786
O -1.48479 -0.53488 2.63265
O -0.26351 0.61014 0.66074
H 1.79697 1.57548 -2.40268
In 2.02683 -0.64701 0.47225
H 0.43422 0.92383 -2.17273
O -2.39978 -0.65933 0.30251
*
```

ΔE to the lowest compared entry with this formula, charge and spin (kJ/mol): 0.0
Strongest force on any atom (hartree/bohr): 0.0237
Frontier orbital gap (eV): 5.69

---

(6)
ORCA calculation (the ωB97M-V functional and the def2-TZVPD basis) on a molecular structure, H2KO at a distorted geometry.

Structure (ORCA input):
```
! wB97M-V def2-TZVPD RIJCOSX def2/J DEFGRID3
* xyz 1 1
H 0.91199 0.22279 -0.46250
H -0.01656 -1.00068 -0.71856
K -0.86091 0.82329 1.66428
O -0.03453 -0.04540 -0.48321
*
```

ΔE to the lowest compared entry with this formula, charge and spin (kJ/mol): 15.1
Strongest force on any atom (hartree/bohr): 0.0276
Frontier orbital gap (eV): 12.78

---

(7)
ORCA calculation (the ωB97M-V functional and the def2-TZVPD basis) on a molecular structure, H2LiO.

Structure (ORCA input):
```
! wB97M-V def2-TZVPD RIJCOSX def2/J DEFGRID3
* xyz 1 1
H 1.02887 -0.06415 -0.69652
Li -2.34635 -0.07738 -0.19008
O 0.38226 0.04480 0.03716
H 0.93521 0.09674 0.84944
*
```

ΔE to the lowest compared entry with this formula, charge and spin (kJ/mol): 62.1
Strongest force on any atom (hartree/bohr): 0.0188
Frontier orbital gap (eV): 11.19

---

(8)
ORCA calculation (the ωB97M-V functional and the def2-TZVPD basis) on a single H2N2 molecule at a distorted geometry.

Structure (ORCA input):
```
! wB97M-V def2-TZVPD RIJCOSX def2/J DEFGRID3
* xyz 0 1
H 0.92350 0.53424 -0.03420
H -1.01479 0.48233 0.03435
N -0.54851 -0.52176 -0.00807
N 0.63980 -0.49481 0.00791
*
```

ΔE to the lowest compared entry with this formula, charge and spin (kJ/mol): 23.1
SMILES: [H]/N=N\[H]
Strongest force on any atom (hartree/bohr): 0.0951
Frontier orbital gap (eV): 10.56

---

(9)
ORCA calculation (the ωB97M-V functional and the def2-TZVPD basis) on 3 unconnected molecules or ions with the total composition H2N2O2 at a distorted geometry.

Structure (ORCA input):
```
! wB97M-V def2-TZVPD RIJCOSX def2/J DEFGRID3
* xyz -2 1
O -2.34557 1.21075 1.65085
N -2.35220 -0.00941 1.94903
H -0.65930 -0.28174 -0.33048
H 8.81848 2.11028 -6.74536
O -1.82555 -2.10042 1.87333
N -1.63587 -0.92946 1.60264
*
```

ΔE to the lowest compared entry with this formula, charge and spin (kJ/mol): 520.3
Strongest force on any atom (hartree/bohr): 0.0544
Frontier orbital gap (eV): 2.87

---

(10)
ORCA calculation (the ωB97M-V functional and the def2-TZVPD basis) on a single H2N2O2S molecule at a distorted geometry.

Structure (ORCA input):
```
! wB97M-V def2-TZVPD RIJCOSX def2/J DEFGRID3
* xyz 0 1
N 1.26172 -0.04122 -1.03329
O -2.68440 0.63337 0.08210
N -1.53955 0.40302 -0.16600
H 1.30711 -0.48226 1.34562
H 1.75778 0.85158 -0.97271
O -0.91085 -0.48715 0.66127
S 0.80820 -0.87734 0.08302
*
```

ΔE to the lowest compared entry with this formula, charge and spin (kJ/mol): 286.5
Strongest force on any atom (hartree/bohr): 0.0551
Frontier orbital gap (eV): 10.27

---

(11)
ORCA calculation (the ωB97M-V functional and the def2-TZVPD basis) on 2 unconnected molecules or ions with the total composition H2N2O2S at a distorted geometry.

Structure (ORCA input):
```
! wB97M-V def2-TZVPD RIJCOSX def2/J DEFGRID3
* xyz 0 1
H 1.10872 -0.20395 -1.31938
O 1.58434 3.24571 1.68394
H -0.66122 -0.87466 -0.19075
N 1.20261 -0.16496 -0.28313
O 0.94286 2.83808 -0.64838
N 0.28177 -0.58986 0.33340
S 1.89509 2.65599 0.41614
*
```

ΔE to the lowest compared entry with this formula, charge and spin (kJ/mol): 19.8
Strongest force on any atom (hartree/bohr): 0.0943
Frontier orbital gap (eV): 8.68

---

(12)
ORCA calculation (the ωB97M-V functional and the def2-TZVPD basis) on a single H2N2O2S molecule at a distorted geometry.

Structure (ORCA input):
```
! wB97M-V def2-TZVPD RIJCOSX def2/J DEFGRID3
* xyz 0 1
H 1.19400 -0.75278 1.08482
S 1.06835 -0.54670 -0.26791
O -1.88502 -1.24136 -0.41048
O -2.49204 0.57521 0.48047
N -1.70820 -0.15525 -0.04324
H -0.12629 1.47569 -0.22597
N -0.26547 0.45750 -0.27435
*
```

ΔE to the lowest compared entry with this formula, charge and spin (kJ/mol): 204.5
SMILES: O=[N+]([O-])NS
Strongest force on any atom (hartree/bohr): 0.0691
Frontier orbital gap (eV): 10.67

---

(13)
ORCA calculation (the ωB97M-V functional and the def2-TZVPD basis) on a molecular structure, H2N2O2S2 at a distorted geometry.

Structure (ORCA input):
```
! wB97M-V def2-TZVPD RIJCOSX def2/J DEFGRID3
* xyz 0 1
H 0.25430 -0.24591 1.65374
O -0.11107 0.17204 -3.57966
S -0.19791 1.45358 -2.89446
N 0.06132 1.52390 -1.38159
S 1.41882 -0.03649 -0.30549
H 1.68117 0.62343 1.99231
N 0.96097 0.37523 1.26643
O 2.79198 0.32284 -0.38361
*
```

ΔE to the lowest compared entry with this formula, charge and spin (kJ/mol): 83.1
Strongest force on any atom (hartree/bohr): 0.0547
Frontier orbital gap (alpha / beta) (eV): 7.96 / 7.96

---

(14)
ORCA calculation (the ωB97M-V functional and the def2-TZVPD basis) on 2 unconnected molecules or ions with the total composition H2N2O3 at a distorted geometry.

Structure (ORCA input):
```
! wB97M-V def2-TZVPD RIJCOSX def2/J DEFGRID3
* xyz 0 1
H -2.44198 -1.04631 -0.37207
H 2.09973 0.94263 0.61609
O -1.93136 -0.84480 0.46986
O -0.89572 -0.05777 -0.02824
N 2.61574 0.03035 0.36817
O 0.73412 -1.08285 -0.24204
N 1.85200 -0.81846 0.12717
*
```

ΔE to the lowest compared entry with this formula, charge and spin (kJ/mol): 345.8
Strongest force on any atom (hartree/bohr): 0.0939
Frontier orbital gap (alpha / beta) (eV): 8.81 / 9.75

---

(15)
ORCA calculation (the ωB97M-V functional and the def2-TZVPD basis) on 2 unconnected molecules or ions with the total composition H2N2O3 at a distorted geometry.

Structure (ORCA input):
```
! wB97M-V def2-TZVPD RIJCOSX def2/J DEFGRID3
* xyz 0 1
H 0.34175 0.45104 0.63529
O 1.42385 -1.38721 -3.69739
N 1.37599 -1.81106 -2.58575
H -1.08286 0.33671 0.05554
O -0.18297 0.00877 -0.03794
N 1.76597 -2.52347 -1.78081
O 1.73220 -2.99345 -0.68932
*
```

ΔE to the lowest compared entry with this formula, charge and spin (kJ/mol): 77.8
SMILES: O=NN=O.O
Strongest force on any atom (hartree/bohr): 0.0322
Frontier orbital gap (eV): 9.55

---

(16)
ORCA calculation (the ωB97M-V functional and the def2-TZVPD basis) on a single H2N2O3S molecule at a distorted geometry.

Structure (ORCA input):
```
! wB97M-V def2-TZVPD RIJCOSX def2/J DEFGRID3
* xyz 0 1
N 2.54042 0.54942 -0.00780
N -0.01181 -0.38069 -0.15091
H 0.03097 0.25906 0.61312
O 2.16240 1.16628 0.97243
O 3.57778 0.68489 -0.63922
O 1.70386 -1.91627 0.78093
S 1.52000 -1.07907 -0.42615
H -0.33244 0.09470 -1.01070
*
```

ΔE to the lowest compared entry with this formula, charge and spin (kJ/mol): 141.5
Strongest force on any atom (hartree/bohr): 0.0557
Frontier orbital gap (eV): 9.99

---

(17)
ORCA calculation (the ωB97M-V functional and the def2-TZVPD basis) on a single H2N2O3S molecule at a distorted geometry.

Structure (ORCA input):
```
! wB97M-V def2-TZVPD RIJCOSX def2/J DEFGRID3
* xyz 0 1
O 2.76599 0.32483 -0.43907
H -1.71495 -1.47958 0.70992
S -1.59780 -0.37200 -0.09690
H 1.00736 1.75281 0.39929
O -0.38224 0.50278 1.00649
O 1.74850 -1.34279 0.55858
N 0.85480 0.80226 0.67463
N 1.92580 -0.23030 0.16041
*
```

ΔE to the lowest compared entry with this formula, charge and spin (kJ/mol): 434.3
Strongest force on any atom (hartree/bohr): 0.0931
Frontier orbital gap (alpha / beta) (eV): 9.07 / 9.07

---

(18)
ORCA calculation (the ωB97M-V functional and the def2-TZVPD basis) on 2 unconnected molecules or ions with the total composition H2N2O3S at a distorted geometry.

Structure (ORCA input):
```
! wB97M-V def2-TZVPD RIJCOSX def2/J DEFGRID3
* xyz 0 1
H 2.10864 0.07450 1.20838
O -0.65267 1.11215 -0.06566
H 0.32328 0.82703 0.18506
S 1.95030 -1.51173 -0.41141
O -1.08685 -0.95202 -0.54725
N -1.51662 0.17025 -0.36899
O -2.70194 0.45228 -0.24283
N 1.57586 -0.17246 0.24271
*
```

ΔE to the lowest compared entry with this formula, charge and spin (kJ/mol): 367.0
SMILES: O=[N+]([O-])O.N=S
Strongest force on any atom (hartree/bohr): 0.0705
Frontier orbital gap (alpha / beta) (eV): 7.30 / 7.30

---

(19)
ORCA calculation (the ωB97M-V functional and the def2-TZVPD basis) on a gas-phase ion, H2N2O4P (charge -1) at a distorted geometry.

Structure (ORCA input):
```
! wB97M-V def2-TZVPD RIJCOSX def2/J DEFGRID3
* xyz -1 1
O 1.96309 -1.48897 1.33644
O 1.66399 -1.53345 -1.27428
N 2.19756 1.00172 0.00594
O 3.37338 1.18200 -0.06820
N -0.17014 -0.55734 0.14984
H -0.79654 -0.02887 0.67685
O 1.36175 1.89626 0.05605
H -0.38226 -0.55305 -0.79961
P 1.41389 -1.01040 0.07713
*
```

ΔE to the lowest compared entry with this formula, charge and spin (kJ/mol): 74.2
SMILES: N[P@](=O)([O-])[N+](=O)[O-]
Strongest force on any atom (hartree/bohr): 0.0644
Frontier orbital gap (eV): 9.19

---

(20)
ORCA calculation (the ωB97M-V functional and the def2-TZVPD basis) on a gas-phase ion, H2N2O4P (charge -1) at a distorted geometry.

Structure (ORCA input):
```
! wB97M-V def2-TZVPD RIJCOSX def2/J DEFGRID3
* xyz -1 1
O -2.42912 -1.88241 -0.09163
H 1.21354 -0.83865 0.65998
O -1.13252 -0.18034 -0.39290
O 0.60911 2.04957 -1.04336
N 1.51680 0.01068 0.12168
O -0.20826 1.64060 1.41131
H 1.57495 -0.43721 -0.78107
P 0.18798 1.09247 0.05747
N -1.33248 -1.45470 0.05851
*
```

ΔE to the lowest compared entry with this formula, charge and spin (kJ/mol): 78.9
SMILES: N[P@@](=O)([O-])ON=O
Strongest force on any atom (hartree/bohr): 0.0516
Frontier orbital gap (eV): 9.85